Formula: CH3Cl2N
Source: OMol25
Level of theory: ωB97M-V/def2-TZVPD

```
7
Properties=species:S:1:pos:R:3
C -0.26315 -0.28297 -0.32681
N 1.07129 0.21058 0.55449
Cl -0.73097 -1.85977 0.00668
Cl 2.49126 -0.66516 -0.14385
H 0.21068 -0.02588 -1.26805
H -1.09539 0.48262 -0.06984
H 0.88031 0.08479 1.53682
```

Results
- Relative energy (zero: lowest compared OMol25 entry of this formula, charge and spin): 47.8 kJ/mol
- SMILES: ClCNCl
- Total energy: -27618.571 eV
- Largest force on an atom: 5.6 eV/Å
- Charge: 0

Population analysis type Löwdin, resulting atomic charges in e:
1. C -0.740
2. N -0.470
3. Cl 0.605
4. Cl 0.452
5. H 0.036
6. H 0.095
7. H 0.021

Formula: C32H44N12
Source: OMol25
Level of theory: ωB97M-V/def2-TZVPD

```
88
Properties=species:S:1:pos:R:3
C 0.35918 -0.89443 6.77860
C 0.84025 -0.05954 5.70090
N 1.15741 0.60762 4.82776
H 0.89044 -0.73460 7.71258
H 0.41781 -1.94027 6.48998
H -0.68499 -0.63751 6.97273
C 1.73067 -5.74338 0.43724
C 1.70740 -4.28377 0.39661
N 1.68576 -3.17317 0.34877
H 1.44000 -6.16394 -0.52034
H 1.08287 -6.09330 1.23131
H 2.76294 -6.04465 0.63137
C -1.26762 -3.56284 -1.23274
C -1.33551 -4.74416 -0.37647
N -1.42539 -5.65377 0.30382
H -0.64931 -3.77576 -2.09765
H -0.88561 -2.73345 -0.64303
H -2.27007 -3.30504 -1.57155
C 1.48725 3.36093 -4.00639
C 2.87030 3.53834 -4.36255
N 3.96786 3.67787 -4.67342
H 0.83867 3.39731 -4.87607
H 1.15850 4.15055 -3.32517
H 1.30053 2.45852 -3.43486
C -3.43558 -0.22674 -2.50135
C -2.83332 -1.34495 -3.19735
N -2.34458 -2.22944 -3.68321
H -4.01171 0.43832 -3.14032
H -2.61637 0.39336 -2.12209
H -4.02545 -0.54725 -1.64634
C 3.49503 -1.68846 3.79555
C 3.13918 -3.10461 3.83503
N 2.87435 -4.23775 3.89863
H 4.53409 -1.61206 3.48416
H 3.34043 -1.26409 4.78283
H 2.86633 -1.14350 3.09644
C 1.26506 6.03149 2.46263
C 0.37469 5.51632 1.42711
N -0.35761 5.06427 0.62852
H 2.17511 6.40789 2.00636
H 1.52547 5.18841 3.10460
H 0.77040 6.79425 3.04936
C -0.31717 -4.68132 4.09012
C -0.25841 -3.32646 3.57223
N -0.20500 -2.24990 3.16117
H -1.01836 -4.75151 4.92540
H 0.64551 -5.02219 4.45062
H -0.68757 -5.33792 3.30336
N 0.24085 -0.59233 0.31474
C 0.29018 0.36990 1.30263
C -0.16032 1.54062 0.76875
C -0.51290 1.29027 -0.59283
C -0.23690 -0.02264 -0.83433
H 0.78874 -1.45335 0.30552
H 0.72831 0.23215 2.27283
H -0.29476 2.48305 1.26846
H -0.85830 2.04344 -1.28201
H -0.26272 -0.61498 -1.74116
N -2.99616 -0.12673 1.30460
C -3.66176 -1.22009 0.82629
C -4.99749 -1.03104 1.03555
C -5.14359 0.20896 1.71257
C -3.87370 0.73201 1.86952
H -1.99134 -0.03256 1.25050
H -3.10123 -2.01401 0.37052
H -5.74560 -1.74250 0.72350
H -6.01441 0.75602 2.02932
H -3.58090 1.64697 2.35494
N -1.01609 0.87394 -6.16899
C -1.12959 1.26871 -4.87451
C -1.95240 2.34191 -4.83139
C -2.39040 2.55164 -6.16520
C -1.80123 1.63660 -6.95569
H -0.41480 0.12412 -6.43639
H -0.51089 0.76989 -4.14481
H -2.26814 2.94057 -3.99414
H -3.05306 3.32035 -6.51972
H -1.89199 1.46662 -8.00951
N 2.54467 2.07809 -1.12947
C 3.72406 1.39888 -1.30685
C 4.73769 2.30130 -1.20339
C 4.14648 3.57417 -0.92775
C 2.79485 3.38518 -0.82637
H 1.60800 1.68292 -1.07194
H 3.74897 0.33940 -1.48428
H 5.80541 2.18572 -1.29491
H 4.63807 4.51950 -0.77949
H 1.99057 4.07363 -0.62993
```

Results
- Relative energy (zero: lowest compared OMol25 entry of this formula, charge and spin): 0.0 kJ/mol
- SMILES: c1cc[nH]c1.c1cc[nH]c1.c1cc[nH]c1.c1cc[nH]c1.CC#N.CC#N.CC#N.CC#N.CC#N.CC#N.CC#N.CC#N
- Total energy: -51776.104 eV
- Largest force on an atom: 5.1 eV/Å
- Charge: 0

Population analysis type Löwdin, resulting atomic charges in e:
1. C -0.062
2. C -0.287
3. N 0.154
4. H 0.083
5. H 0.073
6. H 0.091
7. C -0.057
8. C -0.264
9. N 0.181
10. H 0.084
11. H 0.063
12. H 0.088
13. C -0.089
14. C -0.276
15. N 0.146
16. H 0.084
17. H 0.041
18. H 0.051
19. C -0.084
20. C -0.285
21. N 0.138
22. H 0.072
23. H 0.087
24. H 0.053
25. C -0.044
26. C -0.292
27. N 0.150
28. H 0.087
29. H 0.056
30. H 0.064
31. C -0.061
32. C -0.259
33. N 0.134
34. H 0.086
35. H 0.065
36. H 0.064
37. C -0.063
38. C -0.266
39. N 0.131
40. H 0.083
41. H 0.088
42. H 0.080
43. C -0.073
44. C -0.273
45. N 0.172
46. H 0.085
47. H 0.045
48. H 0.071
49. N 0.027
50. C -0.151
51. C -0.117
52. C -0.145
53. C -0.175
54. H 0.051
55. H 0.063
56. H 0.075
57. H 0.098
58. H 0.107
59. N 0.038
60. C -0.162
61. C -0.121
62. C -0.106
63. C -0.133
64. H 0.091
65. H 0.093
66. H 0.090
67. H 0.084
68. H 0.108
69. N 0.023
70. C -0.180
71. C -0.116
72. C -0.113
73. C -0.144
74. H 0.148
75. H 0.105
76. H 0.098
77. H 0.094
78. H 0.111
79. N 0.013
80. C -0.135
81. C -0.113
82. C -0.114
83. C -0.157
84. H 0.089
85. H 0.102
86. H 0.089
87. H 0.086
88. H 0.086

Formula: C7H14O4
Source: OMol25
Level of theory: ωB97M-V/def2-TZVPD

```
25
Properties=species:S:1:pos:R:3
O 1.85639 -1.74415 -0.31352
C 1.97616 -0.55460 -0.73286
C 2.15861 0.55373 0.30276
O 0.89443 1.00404 0.76706
C 0.43172 0.20545 1.83428
C -0.96836 0.67841 2.16938
O -1.92560 0.38174 1.17762
C -1.98948 1.41222 0.20587
H 3.11985 -0.04308 0.65272
H 2.74249 1.42809 -0.02280
H 1.52866 0.27236 2.37809
H 0.48460 -0.89406 1.76756
H -1.01938 -0.25973 2.87881
H -0.98852 1.66945 2.64867
H -2.95182 1.84924 0.78175
H -1.81794 2.48157 -0.01905
H -1.23917 1.19861 -0.57539
H 1.61954 0.30420 -1.82121
C -0.96723 -1.94783 -1.82536
O 0.18867 -1.72624 -2.60921
C 0.73918 -0.46957 -2.54884
H -0.75603 -1.72212 -0.76857
H -1.79774 -1.30466 -2.16190
H -1.25737 -3.00091 -1.93758
H -0.06165 0.22785 -2.22827
```

Results
- Relative energy (zero: lowest compared OMol25 entry of this formula, charge and spin): 0.0 kJ/mol
- 2S+1: 2
- Total energy: -15662.154 eV
- Largest force on an atom: 5.6 eV/Å
- Charge: -1

Population analysis type Löwdin, resulting atomic charges in e:
1. O -0.129
2. C -0.400
3. C -0.287
4. O -0.169
5. C -0.242
6. C -0.233
7. O -0.174
8. C -0.179
9. H 0.144
10. H 0.089
11. H 0.165
12. H 0.108
13. H 0.144
14. H 0.125
15. H 0.152
16. H 0.066
17. H 0.082
18. H 0.117
19. C -0.137
20. O -0.274
21. C -0.180
22. H 0.073
23. H 0.077
24. H 0.077
25. H -0.011

Formula: C5H8N2
Source: OMol25
Level of theory: ωB97M-V/def2-TZVPD

```
15
Properties=species:S:1:pos:R:3
C 1.92513 -0.78620 0.55133
C 1.62223 0.43868 -0.63360
C 1.75158 -1.08955 -0.65182
C -1.38271 -0.80630 -0.62503
C -1.08253 0.10403 0.67849
N 0.71081 1.42284 -0.41154
N -0.42320 1.33457 0.28946
H 1.99897 -0.59046 1.64856
H 2.49358 0.90514 -1.12980
H -2.13460 -0.27090 -1.26364
H -0.32116 -1.04364 -0.99475
H -1.86323 -1.73704 -0.37718
H -1.95743 0.41026 1.37839
H -0.40945 -0.48248 1.21707
H -0.92798 2.19107 0.32405
```

Results
- Relative energy (zero: lowest compared OMol25 entry of this formula, charge and spin): 627.4 kJ/mol
- Total energy: -8288.494 eV
- Largest force on an atom: 4.1 eV/Å
- Charge: 0

Population analysis type Löwdin, resulting atomic charges in e:
1. C 0.018
2. C -0.315
3. C -0.069
4. C -0.060
5. C -0.220
6. N 0.046
7. N -0.086
8. H 0.119
9. H 0.104
10. H 0.078
11. H 0.038
12. H 0.048
13. H 0.140
14. H 0.043
15. H 0.115